No. 1
131
Properties=species:S:1:pos:R:3 method="wB97M-V/def2-TZVPD" homo_energy_ev=-9.5 multiplicity=1 homo_lumo_gap_ev=6.8 total_charge=+1
Zr 0.0549 1.3375 0.7863
C 4.2311 -1.6347 0.1896
C 2.8127 -2.0936 0.1375
C 2.4372 -3.3642 0.4649
C 1.0720 -3.7051 0.4741
N 0.1481 -2.8166 0.1993
N 0.4902 -1.5784 -0.1371
B -0.5923 -0.4851 -0.4709
N -2.0854 -1.0064 -0.2951
N -2.4514 -2.1675 -0.8666
C -3.6544 -2.6372 -0.6886
C -4.5644 -1.9950 0.1885
C -4.2602 -0.7744 0.6943
C -5.2130 -0.0047 1.5517
C -2.9858 -0.2210 0.3508
S -2.6880 1.4169 0.6736
C -4.1463 -3.8439 -1.4732
C -3.0714 -4.3769 -2.4109
C -4.6064 -4.9548 -0.5183
C -5.3403 -3.3786 -2.3282
N -0.3861 -0.1847 -2.0266
N -0.1125 -1.2832 -2.7271
C 0.1992 -1.2138 -3.9928
C 0.1554 0.0216 -4.6706
C -0.1265 1.1611 -3.9743
C -0.1252 2.5089 -4.6178
C -0.3456 1.0468 -2.5722
S -0.4747 2.4526 -1.6091
C 0.6572 -2.5140 -4.6366
C 0.9718 -2.3426 -6.1220
C 1.9290 -2.9648 -3.8967
C -0.4306 -3.5762 -4.4555
C 1.7872 -1.1807 -0.2114
S 2.1626 0.4196 -0.6805
C 0.6183 -5.1302 0.7380
C 1.5769 -5.8733 1.6748
C -0.7833 -5.1412 1.3546
C 0.6096 -5.8371 -0.6290
H 4.9041 -2.4613 0.4088
H 4.3269 -0.8732 0.9680
H 4.5226 -1.1658 -0.7504
H 3.1889 -4.0914 0.7400
H -5.5149 -2.4575 0.4170
H -5.9989 -0.6550 1.9324
H -5.6713 0.7983 0.9703
H -4.6860 0.4696 2.3793
H -2.1956 -4.7046 -1.8550
H -2.7671 -3.6002 -3.1105
H -3.4603 -5.2233 -2.9784
H -3.7876 -5.2920 0.1166
H -4.9618 -5.8071 -1.0987
H -5.4251 -4.6304 0.1256
H -5.0471 -2.5475 -2.9726
H -6.1845 -3.0557 -1.7173
H -5.6781 -4.2002 -2.9609
H 0.3646 0.0779 -5.7295
H -0.0147 2.4237 -5.6968
H 0.6992 3.1042 -4.2192
H -1.0441 3.0479 -4.3851
H 1.7755 -1.6211 -6.2815
H 0.0908 -2.0254 -6.6837
H 1.2997 -3.2988 -6.5291
H 2.7032 -2.1958 -3.9531
H 2.3182 -3.8800 -4.3462
H 1.7054 -3.1545 -2.8456
H -1.3350 -3.3066 -5.0058
H -0.6778 -3.6681 -3.3998
H -0.0802 -4.5415 -4.8254
H 1.7683 -5.3042 2.5869
H 2.5296 -6.0971 1.1927
H 1.1246 -6.8237 1.9583
H -0.7454 -4.7729 2.3831
H -1.1690 -6.1614 1.3717
H -1.4553 -4.5047 0.7842
H 1.6169 -5.8651 -1.0513
H -0.0357 -5.3133 -1.3332
H 0.2553 -6.8638 -0.5207
S 1.7987 4.0215 2.2682
C 3.1421 3.2769 3.1498
C 4.1002 4.0963 3.7231
C 5.1795 3.5494 4.4066
C 6.1880 4.3941 4.9598
N 7.0110 5.0724 5.3888
C 5.2736 2.1496 4.5113
C 4.3139 1.3380 3.9336
C 3.2264 1.8742 3.2306
S 2.0776 0.7631 2.5544
C 6.3683 1.5574 5.2189
N 7.2322 1.0653 5.7942
H 4.0136 5.1703 3.6333
H 4.3949 0.2643 4.0335
C -1.0005 -1.8644 2.9755
C -1.1515 -0.4646 3.4506
N -0.8111 0.6414 2.8168
C -1.0502 1.6917 3.6888
C -1.5518 1.2064 4.8475
N -1.6102 -0.1559 4.6813
H -1.1705 -1.9463 1.9067
H -1.7014 -2.5187 3.4936
H 0.0146 -2.2129 3.1847
H -0.8180 2.7086 3.4308
H -1.8679 1.6988 5.7495
H -1.9132 -0.8185 5.3730
C -1.2847 6.6576 -0.1320
C -1.8238 5.9048 1.0962
C -1.3752 6.5997 2.3938
C -3.3543 5.7802 1.0326
C -1.2567 4.5649 1.0881
N -0.7940 3.5164 1.0989
H -1.7200 7.6561 -0.1515
H -1.5484 6.1403 -1.0548
H -0.2000 6.7548 -0.0798
H -1.7122 7.6358 2.3751
H -0.2890 6.5864 2.4871
H -1.8048 6.1102 3.2682
H -3.7900 6.7787 1.0359
H -3.7367 5.2279 1.8911
H -3.6641 5.2631 0.1243
C 3.3905 5.8693 0.1636
C 2.4746 4.7860 -0.3964
C 3.0207 4.2394 -1.7181
C 2.3296 3.6038 0.5572
H 3.5361 6.6566 -0.5770
H 4.3709 5.4527 0.4079
H 2.9766 6.3198 1.0651
H 1.4807 5.2093 -0.5806
H 4.0468 3.8910 -1.5787
H 3.0258 5.0145 -2.4851
H 2.4184 3.3987 -2.0703
H 3.2758 3.0724 0.6502
H 1.5918 2.9074 0.1325

***

No. 2
133
Properties=species:S:1:pos:R:3 method="wB97M-V/def2-TZVPD" homo_energy_ev=-3.9 de_lowest_kcal_mol=26.6 multiplicity=1 homo_lumo_gap_ev=6.0 total_charge=-1
Sr 0.5870 -0.1431 -0.2286
S -1.8236 0.6903 -2.2655
C -2.8530 1.5027 -1.1632
C -4.1770 1.9040 -1.5077
C -4.9648 2.5680 -0.6047
C -4.4770 2.8153 0.6845
C -3.1939 2.3737 0.9568
N -2.3947 1.7684 0.0845
H -4.5302 1.6783 -2.5048
H -5.9636 2.8876 -0.8839
H -5.0656 3.3284 1.4346
H -2.7652 2.5185 1.9452
C 1.3316 -0.3960 4.0051
N 1.7199 -0.6969 2.6364
C 2.8727 -1.2674 2.5406
C 3.5514 -1.5115 1.3216
C 4.8030 -2.1248 1.1563
C 5.0990 -2.0091 -0.2017
C 4.0141 -1.3196 -0.7720
N 3.0768 -1.0188 0.1349
C 1.1094 -1.5914 4.9123
C 0.7517 -2.8378 4.4060
C 0.5130 -3.9056 5.2592
C 0.6258 -3.7503 6.6352
C 0.9868 -2.5143 7.1500
C 1.2294 -1.4503 6.2919
H 0.4065 0.1787 3.9611
H 2.0754 0.2550 4.4836
H 3.4160 -1.5710 3.4484
H 5.3970 -2.5836 1.9336
H 5.9816 -2.3553 -0.7172
H 3.8760 -1.0170 -1.7992
H 0.6670 -2.9531 3.3333
H 0.2409 -4.8712 4.8508
H 0.4446 -4.5872 7.2978
H 1.0938 -2.3814 8.2195
H 1.5253 -0.4887 6.6983
C -2.7270 -3.8141 -1.3473
N -2.6256 -3.5917 0.0902
C -3.5024 -4.4115 0.9001
P -1.2916 -2.8126 0.6605
O -0.8509 -1.7780 -0.2934
O -1.8378 -2.2644 2.0647
P -2.2002 -0.8047 2.6908
O -1.3173 0.2877 2.2563
N -2.0809 -1.0931 4.3079
C -1.8334 0.0038 5.2276
C -2.7440 -2.2316 4.9142
N -3.8173 -0.7087 2.3637
C -4.6068 0.2140 3.1741
C -4.3446 -0.8460 1.0086
N -0.0863 -3.8364 1.0746
C 1.2114 -3.8618 0.3981
C -0.3673 -4.9941 1.9033
H -2.4707 -4.8454 -1.6122
H -2.0756 -3.1256 -1.8806
H -3.7535 -3.6156 -1.6649
H -3.2610 -5.4775 0.8239
H -4.5341 -4.2725 0.5644
H -3.4521 -4.1113 1.9446
H -1.4469 0.8651 4.6876
H -1.0996 -0.2978 5.9791
H -2.7561 0.2939 5.7461
H -3.0264 -2.9593 4.1569
H -3.6519 -1.9206 5.4456
H -2.0674 -2.7167 5.6226
H -5.4560 -0.3067 3.6283
H -4.9826 1.0282 2.5516
H -4.0157 0.6592 3.9716
H -3.6861 -1.4422 0.3842
H -4.4692 0.1304 0.5328
H -5.3179 -1.3441 1.0562
H 1.3239 -3.0264 -0.2880
H 2.0192 -3.7916 1.1289
H 1.3175 -4.7881 -0.1747
H -0.7364 -5.8444 1.3181
H -1.0958 -4.7546 2.6798
H 0.5553 -5.2976 2.4005
N 1.5171 -0.1929 -2.4510
P 2.1109 0.4039 -3.7109
C 3.6112 1.4572 -3.5290
C 3.4899 2.5975 -2.7340
C 4.5851 3.3989 -2.4604
C 5.8356 3.0591 -2.9627
C 5.9791 1.9078 -3.7208
C 4.8740 1.1119 -3.9994
C 1.0199 1.4455 -4.7826
C 1.2243 2.7842 -5.1019
C 0.2813 3.4942 -5.8386
C -0.8749 2.8677 -6.2741
C -1.0896 1.5302 -5.9636
C -0.1555 0.8335 -5.2192
C 2.6546 -0.8382 -4.9678
C 3.0403 -0.5231 -6.2687
C 3.4554 -1.5162 -7.1427
C 3.4879 -2.8411 -6.7213
C 3.0986 -3.1645 -5.4298
C 2.6819 -2.1646 -4.5591
H 2.5297 2.8378 -2.2918
H 4.4657 4.2727 -1.8317
H 6.6971 3.6786 -2.7450
H 6.9558 1.6187 -4.0888
H 5.0052 0.2098 -4.5847
H 2.1327 3.2819 -4.7880
H 0.4528 4.5392 -6.0684
H -1.6101 3.4189 -6.8478
H -1.9995 1.0386 -6.2836
H -0.3425 -0.1979 -4.9414
H 3.0118 0.5102 -6.5984
H 3.7524 -1.2618 -8.1529
H 3.8147 -3.6182 -7.4020
H 3.1228 -4.1959 -5.0992
H 2.3661 -2.3827 -3.5441
C -1.9166 4.8791 -1.0433
N -0.4712 4.8436 -0.8518
C 0.2450 4.8245 -2.1183
C 0.0951 4.2925 0.2537
S 1.6069 3.5767 0.2005
N -0.6387 4.3770 1.4013
C -0.2594 3.5641 2.5384
C -1.3025 5.6179 1.7577
H -2.1888 4.1849 -1.8430
H -2.2420 5.8855 -1.3218
H -2.4410 4.5652 -0.1461
H -0.2085 5.5735 -2.7700
H 0.1640 3.8413 -2.5944
H 1.2954 5.0563 -1.9691
H -0.0829 2.5356 2.2282
H -1.0935 3.5752 3.2433
H 0.6397 3.9470 3.0328
H -1.2791 6.3182 0.9274
H -0.7853 6.0779 2.6074
H -2.3441 5.4437 2.0428

***

No. 3
131
Properties=species:S:1:pos:R:3 method="wB97M-V/def2-TZVPD" homo_energy_ev="-12.0 / -12.0" multiplicity=1 homo_lumo_gap_ev="3.7 / 3.7" total_charge=+2
Ir 0.1384 -1.2540 -0.4408
C 3.2566 -3.0765 -2.0800
C 2.3369 -2.5485 -3.1809
C 3.1513 -2.1394 -4.4121
P 1.2702 -1.1750 -2.5375
C 2.4885 0.2031 -2.6340
N 2.2506 1.3274 -1.7721
Ge 0.6310 1.3309 -0.4234
N -0.7512 2.7197 -0.8659
C -2.1143 2.3241 -1.0328
P -2.4594 0.7672 -0.1392
C -4.1703 0.3695 -0.7649
C -5.0843 1.5988 -0.7425
C -4.1197 -0.2462 -2.1642
C -2.6024 1.2763 1.6590
C -3.8083 0.6550 2.3675
C -2.5264 2.7833 1.9024
C -0.3468 3.8502 -1.5306
C -1.1572 4.6318 -2.3626
C -0.6139 5.7022 -3.0527
C 0.7351 6.0122 -2.9402
C 1.5395 5.2735 -2.0867
C 0.9896 4.2265 -1.3679
N 1.6817 3.4582 -0.3668
C 3.0482 3.2562 -0.6917
C 4.0855 4.0566 -0.2642
C 5.3584 3.8570 -0.7840
C 5.5851 2.8578 -1.7426
C 4.5722 2.0235 -2.1364
C 3.2761 2.1677 -1.5758
C 1.4628 3.9154 0.9832
C 1.4168 5.2472 1.3541
C 1.3290 5.5809 2.6964
C 1.2951 4.5708 3.6496
C 1.2906 3.2373 3.2767
C 1.3473 2.8811 1.9228
N 1.2621 1.6028 1.4258
C 1.1646 0.5184 2.3557
P 1.4565 -1.1668 1.6596
C 3.2710 -1.1610 1.2473
C 4.1364 -0.3480 2.2072
C 3.7763 -2.6017 1.1176
C 1.2851 -2.1418 3.2534
C 0.1364 -1.6450 4.1423
C 1.1382 -3.6493 3.0328
C 0.0783 -0.8036 -3.8958
C -0.5929 0.5494 -3.6471
C -0.9713 -1.9104 -4.0235
H 3.9340 -3.8230 -2.4952
H 2.6853 -3.5471 -1.2834
H 3.8692 -2.2811 -1.6454
H 1.6428 -3.3391 -3.4604
H 3.9799 -1.4793 -4.1512
H 2.5495 -1.6643 -5.1865
H 3.5832 -3.0403 -4.8470
H 2.5502 0.5314 -3.6775
H 3.4469 -0.2581 -2.3759
H -2.3781 2.1675 -2.0894
H -2.7836 3.0917 -0.6323
H -4.5565 -0.3746 -0.0631
H -4.8777 2.2580 -1.5859
H -5.0003 2.1729 0.1800
H -6.1187 1.2650 -0.8348
H -3.7041 0.4535 -2.8929
H -5.1312 -0.4914 -2.4918
H -3.5293 -1.1590 -2.1729
H -1.7116 0.8225 2.0964
H -4.7470 1.1087 2.0507
H -3.7063 0.8234 3.4404
H -3.8675 -0.4206 2.2084
H -3.4151 3.3017 1.5387
H -1.6406 3.2299 1.4474
H -2.4696 2.9571 2.9783
H -2.2102 4.4055 -2.4623
H -1.2462 6.2996 -3.6957
H 1.1543 6.8394 -3.4956
H 2.5852 5.5285 -1.9721
H 3.9012 4.8527 0.4439
H 6.1679 4.5053 -0.4776
H 6.5704 2.7356 -2.1713
H 4.7685 1.2627 -2.8778
H 1.4661 6.0247 0.6022
H 1.3116 6.6190 2.9970
H 1.2541 4.8319 4.6987
H 1.2341 2.4782 4.0455
H 0.1722 0.4772 2.8163
H 1.8991 0.6373 3.1577
H 3.3080 -0.6873 0.2604
H 4.0023 -0.6623 3.2439
H 3.9306 0.7204 2.1298
H 5.1865 -0.5043 1.9558
H 3.9400 -3.0423 2.1016
H 4.7263 -2.6231 0.5835
H 3.0663 -3.2244 0.5704
H 2.2369 -1.9536 3.7592
H -0.7769 -1.5212 3.5661
H 0.3685 -0.7093 4.6476
H -0.0531 -2.3862 4.9201
H 0.1692 -3.8731 2.5938
H 1.2106 -4.1564 3.9954
H 1.9070 -4.0575 2.3806
H 0.6657 -0.7482 -4.8154
H -1.2363 0.4774 -2.7667
H -1.2153 0.8195 -4.5006
H 0.1259 1.3584 -3.4889
H -1.5116 -2.0395 -3.0841
H -0.5238 -2.8694 -4.2791
H -1.6879 -1.6492 -4.8029
C -0.2192 -5.3966 0.2565
O 0.1243 -3.9933 0.3969
C 0.2215 -3.2794 -0.7167
O 0.2398 -3.7406 -1.8310
H -0.7802 -5.6640 1.1476
H 0.6894 -5.9914 0.1906
H -0.8226 -5.5468 -0.6351
O -2.0981 -2.3074 -0.6199
C -2.1325 -2.3313 0.6285
O -1.2908 -1.6439 1.3055
C -3.1554 -3.1499 1.3310
C -4.3169 -3.5299 0.6646
C -5.2885 -4.2529 1.3334
C -5.0744 -4.6024 2.6557
C -3.9066 -4.2696 3.3228
C -2.9482 -3.5306 2.6556
N -6.1225 -5.3440 3.3822
O -7.1810 -5.5032 2.8122
O -5.8481 -5.7378 4.4966
H -4.4565 -3.2475 -0.3708
H -6.2119 -4.5501 0.8574
H -3.7770 -4.5820 4.3486
H -2.0386 -3.2412 3.1593

***

Total energy values, unit eV, following the record order: -123355.30687; -122272.21837; -157805.89727.
Largest force on an atom values, unit eV/A, following the record order: 1.637; 3.345; 3.868.